1.
A molecular structure, C8H13N2O at a distorted geometry, computed with wB97M-V/def2-TZVPD.

Values from the calculation:
Total charge: +1
Energy above the lowest of the compared OMol25 structures with the same formula, charge and spin: 518.75 kJ/mol
HOMO level: -13.129 eV
Kohn-Sham gap: 0.3566 Ha

Each line ends with the Mulliken charge.
Atoms and positions in Å:
1 C -2.08263 -0.31557 -2.48830  -0.703
2 C -3.33455 0.35099 -2.42627  -0.149
3 C -1.53095 0.07352 -1.26246  0.488
4 C 1.52393 2.04305 -1.29966  -0.766
5 C 0.66370 1.56582 -0.37261  -0.252
6 C -0.33064 -1.93237 0.95854  -0.793
7 C 0.92529 -0.01514 2.03168  -0.811
8 C 0.23452 0.08783 -0.26865  -0.180
9 N -3.53603 0.94567 -1.26493  -0.431
10 N -0.03775 -0.43197 1.06934  0.027
11 O -2.34405 0.80342 -0.53928  -0.121
12 H -1.84969 -1.08985 -3.17729  0.361
13 H -4.12840 0.19998 -3.08389  0.465
14 H 1.61150 3.15144 -1.42427  0.283
15 H 2.03125 1.32898 -2.07541  0.237
16 H 0.22214 2.19793 0.35865  0.342
17 H -0.73461 -2.28309 1.99904  0.346
18 H -1.15221 -2.13172 0.21342  0.296
19 H 0.68539 -2.35432 0.78170  0.412
20 H 1.93392 -0.11054 1.56912  0.351
21 H 0.72755 1.05329 2.34098  0.339
22 H 0.90359 -0.61588 2.94591  0.357
23 H 0.86189 -0.53592 -0.86292  0.464
24 H -0.93641 -0.08535 1.48120  0.439

=====

2.
2 unconnected molecules or ions with the total composition CF3NO4S2 at a distorted geometry, computed with wB97M-V/def2-TZVPD.

Values from the calculation:
Total charge: -2
HOMO level: -0.407 eV
Kohn-Sham gap: 0.2161 Ha

Each line ends with the Mulliken charge.
Atoms and positions in Å:
1 C 2.63786 0.01665 0.08420  -0.296
2 N -0.90231 0.70630 0.21319  -0.254
3 O -2.72075 -0.80113 0.30439  -0.374
4 O -3.16543 1.28495 -0.91346  -0.597
5 O -0.56066 -1.76898 0.93152  -0.563
6 O -0.79472 -1.30710 -1.38135  -0.610
7 F 2.86242 0.78272 1.35254  -0.305
8 F 4.09191 -0.06800 -0.36400  -0.273
9 F 2.13203 1.13449 -0.52104  -0.130
10 S -2.54196 0.86822 0.32389  0.410
11 S -1.03840 -0.84812 -0.02988  0.991

=====

3.
A molecular structure, C4H6O2 at a distorted geometry, computed with wB97M-V/def2-TZVPD.

Values from the calculation:
Energy above the lowest of the compared OMol25 structures with the same formula, charge and spin: 354.17 kJ/mol
HOMO level: -10.072 eV
Kohn-Sham gap: 0.4016 Ha

Each line ends with the Mulliken charge.
Atoms and positions in Å:
1 C -0.92004 0.21310 -0.40233  0.133
2 C -2.82189 -0.13316 0.03628  -0.159
3 C 1.48291 -0.51230 0.06975  -1.217
4 C 0.42308 0.54571 0.43217  -0.153
5 O -1.71619 -0.92964 0.04843  -0.228
6 O -2.08215 0.97403 -0.28943  -0.266
7 H -0.72484 -0.03268 -1.38568  0.339
8 H 2.47301 -0.19018 0.42367  0.334
9 H 1.68664 -0.63786 -0.93780  0.400
10 H 1.06079 -1.52690 0.33394  0.300
11 H 0.81493 1.62128 0.10296  0.262
12 H 0.32376 0.60861 1.56805  0.255

=====

4.
A molecular structure, C31H37Cl3InN9O5S3Si at a distorted geometry, computed with wB97M-V/def2-TZVPD.

Values from the calculation:
Total charge: -2
HOMO level: -1.861 eV
Kohn-Sham gap: 0.2208 Ha

Each line ends with the Mulliken charge.
Atoms and positions in Å:
1 In 0.16591 -0.07721 -0.26040  1.759
2 C -1.09790 -0.34326 -4.75425  -1.311
3 C -1.08846 -0.75353 -3.29352  0.947
4 O -0.04659 -0.42693 -2.64299  -0.546
5 C -2.15858 -1.47532 -2.79758  -1.561
6 C -2.22069 -2.05552 -1.50749  1.284
7 C -3.23896 -3.14957 -1.27242  -1.438
8 N -1.40000 -1.77859 -0.53866  0.096
9 N -1.41271 -2.60251 0.55741  -0.267
10 C -0.20387 -2.75155 1.03245  0.575
11 O 0.85258 -2.26267 0.49744  -0.867
12 C -0.08528 -3.60690 2.24940  0.084
13 C 1.13756 -3.66447 2.90764  1.064
14 C 1.31537 -4.48692 4.00891  -0.981
15 C 0.25257 -5.24009 4.48840  -0.480
16 C -0.98288 -5.16392 3.85556  -0.787
17 C -1.15206 -4.35671 2.74063  -0.542
18 H -1.01334 0.74131 -4.81827  0.205
19 H -0.22604 -0.77455 -5.25093  0.275
20 H -2.00694 -0.66231 -5.26513  0.353
21 H -2.95818 -1.72106 -3.48360  0.072
22 H -3.91634 -3.24388 -2.12054  0.425
23 H -2.73022 -4.10069 -1.10917  0.245
24 H -3.80712 -2.93149 -0.36706  0.249
25 H 1.94214 -3.02779 2.57711  -0.494
26 H 2.28638 -4.51723 4.48893  0.466
27 H 0.37628 -5.87143 5.36169  0.372
28 H -1.81570 -5.74507 4.23707  0.393
29 H -2.11121 -4.29156 2.24388  0.426
30 O 0.97999 1.69959 1.19936  -0.091
31 N 0.21929 2.60362 1.74822  0.473
32 C 0.82636 3.55199 2.49047  -0.329
33 C 0.14523 4.58087 3.08845  -1.009
34 C -1.23684 4.64872 2.91387  -0.308
35 C -1.85658 3.67023 2.17735  -1.042
36 C -1.14275 2.61673 1.57372  0.665
37 S -1.94793 1.44290 0.65277  -0.512
38 H 1.89908 3.44567 2.54899  0.505
39 H 0.68986 5.31555 3.66353  0.412
40 H -1.80857 5.46522 3.33700  0.365
41 H -2.92275 3.68336 2.00402  0.415
42 C -2.87575 -1.00616 3.26213  -0.595
43 N -1.87980 -0.58770 4.22976  0.288
44 C -2.44642 0.22235 5.28759  -1.277
45 C -0.58468 -0.32954 3.79281  -0.096
46 N -0.23188 -0.43053 2.57159  1.108
47 N 0.26929 0.05319 4.85066  0.141
48 C 0.45478 -0.93072 5.91036  -1.184
49 C 1.52884 0.66378 4.45469  -0.741
50 H -3.65347 -1.57108 3.78758  0.268
51 H -2.41565 -1.63508 2.50483  0.054
52 H -3.33849 -0.14988 2.76272  0.240
53 H -3.00583 1.07445 4.87387  0.277
54 H -1.66544 0.60320 5.93814  0.440
55 H -3.14271 -0.38621 5.87350  0.329
56 H 0.78018 -0.38403 2.45675  -0.779
57 H -0.40730 -1.59286 5.96492  0.460
58 H 0.58207 -0.42143 6.87322  0.263
59 H 1.34766 -1.53335 5.72300  0.247
60 H 1.35263 1.38427 3.65666  0.059
61 H 2.27115 -0.06452 4.11679  0.109
62 H 1.92951 1.19078 5.32516  0.381
63 N 5.63117 -6.71489 -0.07728  -0.600
64 C 5.34275 -5.44432 0.44378  1.103
65 C 6.31871 -4.73072 1.13960  -0.781
66 C 6.00110 -3.52228 1.73546  -0.818
67 C 4.71650 -3.01782 1.63223  -0.400
68 C 3.74695 -3.69342 0.90888  0.668
69 C 4.06412 -4.90385 0.31691  -1.057
70 S 4.31808 -1.51035 2.52025  1.267
71 O 3.77926 -1.93263 3.79600  -0.723
72 O 5.54635 -0.74359 2.60844  -0.897
73 N 3.15351 -0.80409 1.68540  0.270
74 C 3.37687 -0.43363 0.41999  -0.077
75 S 5.00213 -0.33504 -0.32447  -0.167
76 C 4.28323 0.15733 -1.82987  -0.615
77 C 2.95084 0.23889 -1.69439  -0.857
78 N 2.44907 -0.08049 -0.45593  0.320
79 H 6.60056 -6.85646 -0.30962  0.213
80 H 5.00913 -7.00541 -0.81425  0.239
81 H 7.32623 -5.12813 1.20315  0.256
82 H 6.74323 -2.93927 2.26515  0.475
83 H 2.75893 -3.25748 0.78378  0.124
84 H 3.31612 -5.43673 -0.25959  0.333
85 H 4.89002 0.35936 -2.69540  0.454
86 H 2.24734 0.50690 -2.46756  0.237
87 Cl -1.76571 2.34980 -2.66628  -0.357
88 Si 0.19143 2.22282 -1.91109  0.710
89 Cl 0.25854 4.20573 -1.03787  -0.444
90 Cl 1.23600 2.69714 -3.72174  -0.428

=====

5.
A molecular structure, C43H42BrIIrN5O3 at a distorted geometry, computed with wB97M-V/def2-TZVPD.

Values from the calculation:
Energy above the lowest of the compared OMol25 structures with the same formula, charge and spin: 13.73 kJ/mol
HOMO level (spin up / spin down): -7.086 / -7.085 eV
Kohn-Sham gap (spin up / spin down): 0.2063 / 0.2063 Ha

Each line ends with the Mulliken charge.
Atoms and positions in Å:
1 Ir 0.53060 0.06474 0.10991  2.390
2 C -3.44144 0.68194 4.40589  -1.799
3 C -2.18331 1.29771 3.78512  1.566
4 C -1.50211 2.22425 4.79958  -1.547
5 C -2.48827 2.09610 2.51685  0.779
6 C -3.35991 3.17194 2.65964  -0.832
7 C -3.57011 4.07400 1.63857  -1.590
8 C -2.82797 3.93988 0.48029  -1.175
9 C -1.96456 2.86905 0.26894  0.537
10 C -1.24101 2.90451 -1.06936  0.166
11 C -1.83169 1.90187 -2.05994  -0.734
12 C 0.27113 2.80486 -0.93707  -0.943
13 C -1.86209 1.87476 1.26638  -0.182
14 N -1.19916 0.61504 1.07078  0.737
15 C -1.79726 -0.43537 1.54902  -0.993
16 C -1.13169 -1.64605 1.60181  0.814
17 C -1.54129 -2.88093 2.11148  -1.929
18 C -0.46164 -3.72810 1.97834  -1.021
19 C 0.59886 -2.99763 1.38819  -0.573
20 N 0.18230 -1.74307 1.15237  0.456
21 C 1.97204 -3.58030 1.12720  2.769
22 C 2.59628 -3.95253 2.48142  -1.755
23 C 2.88888 -2.59635 0.41809  -1.641
24 C 1.82591 -4.83687 0.25765  -1.716
25 H -3.16906 0.06439 5.26365  0.426
26 H -3.98531 0.05318 3.69664  0.337
27 H -4.12911 1.45371 4.75732  0.368
28 H -1.46908 0.50979 3.57261  -0.126
29 H -2.14178 3.06722 5.06894  0.318
30 H -0.57206 2.61450 4.38405  0.302
31 H -1.26486 1.66723 5.70844  0.485
32 H -3.88122 3.30740 3.59914  0.365
33 H -4.27011 4.89092 1.75682  0.377
34 H -2.92881 4.68731 -0.29798  0.393
35 H -1.42891 3.89601 -1.48688  0.815
36 H -1.81517 0.90123 -1.64389  -0.034
37 H -1.27648 1.89801 -3.00102  -0.104
38 H -2.86961 2.16042 -2.27497  0.599
39 H 0.60169 1.80012 -0.63075  -0.008
40 H 0.64736 3.49288 -0.18213  0.431
41 H 0.76183 3.00698 -1.88886  0.384
42 H -2.81739 -0.36643 1.91224  0.890
43 H -2.50999 -3.09533 2.53772  0.554
44 H -0.40364 -4.76055 2.28498  0.571
45 H 2.76510 -3.05456 3.07940  0.326
46 H 3.55650 -4.44760 2.31905  0.459
47 H 1.95166 -4.62649 3.04744  0.370
48 H 2.86804 -1.61568 0.89286  -0.041
49 H 2.58511 -2.47989 -0.61733  0.235
50 H 3.91554 -2.96789 0.43205  0.545
51 H 1.24922 -5.61110 0.76651  0.378
52 H 2.81365 -5.24075 0.02444  0.451
53 H 1.32321 -4.59422 -0.68159  0.255
54 Br -3.07695 3.63388 -6.50147  -0.189
55 C -2.27389 1.92038 -6.43509  0.083
56 C -1.05005 1.76837 -5.79892  -0.686
57 C -0.43970 0.52877 -5.78636  -0.036
58 C -1.03009 -0.57325 -6.43830  0.107
59 C -2.27999 -0.39351 -7.04367  -0.251
60 C -2.90084 0.84157 -7.03734  -0.457
61 N -0.43874 -1.82697 -6.55723  -0.743
62 N 0.71562 -2.07164 -6.03872  -0.348
63 C 1.04133 -1.91587 -4.75248  -0.165
64 C 2.40206 -1.80609 -4.39595  -0.589
65 C 2.78850 -1.28225 -3.17945  -0.544
66 C 1.84150 -0.87984 -2.22867  0.074
67 O 2.14510 -0.26318 -1.13029  -0.903
68 C 0.47441 -1.22680 -2.47250  0.134
69 N -0.39157 -1.00907 -1.44154  0.306
70 C -1.62697 -1.46013 -1.54567  0.330
71 C -2.09487 -2.11028 -2.68648  -1.705
72 C -1.26656 -2.23717 -3.77686  -0.492
73 C 0.05677 -1.78875 -3.68836  0.646
74 H -0.56982 2.61800 -5.33194  0.550
75 H 0.51974 0.41864 -5.30112  0.420
76 H -2.75040 -1.24116 -7.52537  0.475
77 H -3.86525 0.97298 -7.50845  0.413
78 H 3.14161 -2.06162 -5.14379  0.470
79 H 3.83539 -1.14461 -2.94185  0.515
80 H -2.27604 -1.30618 -0.69621  0.376
81 H -3.10448 -2.49422 -2.70346  0.509
82 H -1.62155 -2.69963 -4.68818  0.676
83 I 6.86763 2.38833 6.04548  0.065
84 C 5.16207 1.90306 4.92650  0.003
85 C 5.31202 1.41745 3.63692  -0.711
86 C 4.17848 1.10808 2.89813  -0.374
87 C 2.91435 1.25793 3.45639  0.261
88 C 2.78327 1.73998 4.75147  -0.190
89 C 3.90709 2.07464 5.49189  -0.698
90 C 1.69444 0.82089 2.69737  0.300
91 O 0.73087 0.37014 3.28859  -0.579
92 O 1.81051 0.96218 1.40503  -0.805
93 H 6.29762 1.27722 3.21503  0.378
94 H 4.26833 0.73700 1.88543  0.496
95 H 1.79375 1.84491 5.17802  0.389
96 H 3.80645 2.45362 6.49942  0.385

=====

6.
A molecular structure, C4H9FO at a distorted geometry, computed with wB97M-V/def2-TZVPD.

Values from the calculation:
Energy above the lowest of the compared OMol25 structures with the same formula, charge and spin: 854.77 kJ/mol
HOMO level: -9.927 eV
Kohn-Sham gap: 0.3594 Ha

Each line ends with the Mulliken charge.
Atoms and positions in Å:
1 C 1.79050 -1.36255 0.38515  -0.774
2 C 0.25514 -1.25243 0.58393  -0.527
3 C -0.15955 -0.17096 -0.36003  -0.244
4 C -0.04642 1.08636 0.49273  -0.148
5 H 2.26953 -1.10794 1.67311  0.192
6 H 1.94418 -0.59856 -0.67591  0.203
7 H 2.47820 -2.69428 -0.03007  0.263
8 H -0.47730 -1.45168 1.31629  0.550
9 H 0.09492 -2.13574 -0.15418  0.181
10 H 0.51041 -0.02060 -1.23765  0.435
11 H -1.68349 -0.00220 -1.81673  0.377
12 H 0.96240 1.49167 1.27964  0.224
13 H -1.02472 0.80686 1.17405  0.211
14 O -1.57227 -0.47635 -0.50030  -0.613
15 F -0.39267 2.19119 -0.45964  -0.329